# 1
Formula: C2H4N4O
Source: the Open Molecules 2025 dataset
Level of theory: the ωB97M-V functional and the def2-TZVPD basis

The net charge is 0. As for the energy relative to the best compared isomer or geometry (same formula, charge and spin): 126.6 kcal per mole. The maximum force comes out at 2.67 eV Å⁻¹. Its calculated total energy is -372.69859 Eh.

Cartesian coordinates (Å):
C: -0.294 -1.126 -0.054
N: -1.271 -1.565 -0.874
C: 0.924 -0.303 -0.225
N: 0.040 -1.025 1.148
N: 0.820 1.694 1.219
N: 0.148 2.642 1.324
O: 0.869 0.990 -0.392
H: -1.105 -1.557 -1.867
H: -1.948 -2.208 -0.492
H: -0.084 3.238 0.506
H: 1.903 -0.781 -0.295

Forces on the atoms, in the same order (eV/Å):
C 1.0944 0.8411 -0.5008
N -0.3105 -0.2516 0.2503
C -0.6305 -2.1700 1.4182
N 0.4940 0.4793 -1.2706
N -0.3198 -0.8208 -0.0798
N 0.9751 0.5833 -0.4405
O -0.5778 2.1372 0.5817
H -0.0075 -0.0822 0.1995
H -0.0119 0.0424 -0.1981
H -0.4177 -0.6991 -0.1186
H -0.2878 -0.0598 0.1586

# 2
Formula: C2H4N4O
Source: the Open Molecules 2025 dataset
Level of theory: the ωB97M-V functional and the def2-TZVPD basis

The net charge is 0. As for the energy relative to the best compared isomer or geometry (same formula, charge and spin): 133.1 kcal per mole. The SMILES is COn1cnnn1. The maximum force comes out at 7.96 eV Å⁻¹. Its calculated total energy is -372.68815 Eh.

Cartesian coordinates (Å):
C: 0.574 0.514 -1.580
O: -0.875 -0.012 -1.054
N: -0.734 -0.212 0.322
C: -0.217 -1.047 1.111
N: -0.007 -0.594 2.378
N: -0.463 0.691 2.281
N: -0.752 0.939 0.960
H: 0.562 1.534 -1.253
H: 1.547 0.022 -1.182
H: 0.560 0.290 -2.719
H: -0.196 -2.127 0.735

Forces on the atoms, in the same order (eV/Å):
C -0.5470 -1.9323 -0.9264
O 3.4182 -1.1592 0.1432
N -0.3045 5.6351 -1.8114
C 1.6858 -7.4389 2.2925
N -1.8191 0.5902 -2.7255
N 0.8160 -0.3235 -3.7862
N -1.1862 1.5418 4.0755
H -0.0346 0.5385 -0.3438
H -2.2532 0.1857 -0.0918
H -0.3505 0.7759 2.1021
H 0.5752 1.5866 1.0720

# 3
Formula: C2H4N4O
Source: the Open Molecules 2025 dataset
Level of theory: the ωB97M-V functional and the def2-TZVPD basis

The net charge is 0. As for the energy relative to the best compared isomer or geometry (same formula, charge and spin): 134.1 kcal per mole. The SMILES is C/N=c1/nno[nH]1. The maximum force comes out at 8.67 eV Å⁻¹. Its calculated total energy is -372.68655 Eh.

Cartesian coordinates (Å):
C: 2.334 0.275 -0.012
N: 1.440 -0.845 0.085
C: 0.221 -0.375 -0.152
N: -0.948 -1.168 0.000
N: -1.909 -0.440 0.040
O: -1.483 0.961 0.070
N: -0.252 0.963 -0.175
H: 1.898 1.293 -0.469
H: 3.399 -0.015 -0.384
H: 2.510 0.659 1.001
H: 0.402 1.410 0.626

Forces on the atoms, in the same order (eV/Å):
C 1.8001 2.0873 -0.1464
N -3.6155 1.9610 -2.1805
C 2.8419 -1.9779 2.1442
N 0.3924 0.2728 -0.9717
N -1.1211 0.0699 0.9612
O -6.0163 -0.2918 0.4456
N 8.5906 0.5947 0.9783
H 1.3091 -2.4890 -0.1207
H -2.1045 0.6153 0.2900
H 0.2207 -0.2545 0.4204
H -2.2974 -0.5880 -1.8205

# 4
Formula: C2H4N4O
Source: the Open Molecules 2025 dataset
Level of theory: the ωB97M-V functional and the def2-TZVPD basis

The net charge is 0. As for the energy relative to the best compared isomer or geometry (same formula, charge and spin): 93.8 kcal per mole. The SMILES is Nn1nncc1O. The maximum force comes out at 6.34 eV Å⁻¹. Its calculated total energy is -372.75089 Eh.

Cartesian coordinates (Å):
N: -0.543 1.752 -0.286
N: 0.323 0.554 -0.302
N: 1.374 0.649 0.492
N: 1.593 -0.555 0.834
C: 0.700 -1.473 0.318
C: -0.276 -0.620 -0.240
O: -1.609 -0.727 -0.833
H: -0.056 2.592 -0.741
H: -0.735 1.981 0.690
H: 0.923 -2.421 0.651
H: -1.696 -1.731 -0.581

Forces on the atoms, in the same order (eV/Å):
N 1.0768 0.3810 -1.4241
N -3.2221 5.4425 0.4995
N 0.7658 -1.1597 -0.0068
N 2.1643 -1.2624 0.6012
C -1.0399 4.4655 0.2519
C -1.7850 -2.5893 -2.0716
O 3.5702 -3.4749 2.5330
H -0.5999 -2.0557 0.9167
H 0.3514 -0.1589 -0.2767
H -0.5874 -2.1790 0.0883
H -0.6943 2.5910 -1.1116

Repeat the fourth record exactly.
Formula: C2H4N4O
Source: the Open Molecules 2025 dataset
Level of theory: the ωB97M-V functional and the def2-TZVPD basis

The net charge is 0. As for the energy relative to the best compared isomer or geometry (same formula, charge and spin): 93.8 kcal per mole. The SMILES is Nn1nncc1O. The maximum force comes out at 6.34 eV Å⁻¹. Its calculated total energy is -372.75089 Eh.

Cartesian coordinates (Å):
N: -0.543 1.752 -0.286
N: 0.323 0.554 -0.302
N: 1.374 0.649 0.492
N: 1.593 -0.555 0.834
C: 0.700 -1.473 0.318
C: -0.276 -0.620 -0.240
O: -1.609 -0.727 -0.833
H: -0.056 2.592 -0.741
H: -0.735 1.981 0.690
H: 0.923 -2.421 0.651
H: -1.696 -1.731 -0.581

Forces on the atoms, in the same order (eV/Å):
N 1.0768 0.3810 -1.4241
N -3.2221 5.4425 0.4995
N 0.7658 -1.1597 -0.0068
N 2.1643 -1.2624 0.6012
C -1.0399 4.4655 0.2519
C -1.7850 -2.5893 -2.0716
O 3.5702 -3.4749 2.5330
H -0.5999 -2.0557 0.9167
H 0.3514 -0.1589 -0.2767
H -0.5874 -2.1790 0.0883
H -0.6943 2.5910 -1.1116

Among the records above, which one has the highest maximum force? number 3